(1)
10
Properties=species:S:1:pos:R:3 method="wB97M-V/def2-TZVPD" e_lumo_ha=0.0208 energy_ha=-842.99901 orbital_gap_ha=0.4191 total_charge=0 e_homo_ev=-10.8372 e_above_lowest_ev=1.212 smiles="NS(=O)(=O)C(F)F"
N -0.08 -1.13 -0.74
S 1.34 -0.85 0.05
O 1.30 -1.38 1.36
O 2.26 -1.27 -0.96
C 1.38 1.22 0.40
F 2.35 1.80 -0.24
F 0.15 1.61 -0.12
H 0.17 -1.48 -1.68
H -0.75 -0.42 -0.83
H 1.55 1.49 1.54

(2)
10
Properties=species:S:1:pos:R:3 method="wB97M-V/def2-TZVPD" e_lumo_ha=-0.0380 energy_ha=-843.03139 orbital_gap_ha=0.3908 total_charge=0 e_homo_ev=-11.6697 e_above_lowest_ev=0.330
C -1.76 0.89 0.12
N 1.55 0.34 -0.21
O 3.62 1.62 0.26
O -1.13 -0.20 -0.34
F -1.68 1.92 -0.79
F -1.21 1.36 1.26
S 2.21 1.67 -0.03
H -2.86 0.54 0.09
H -0.24 0.14 -0.45
H 1.98 -0.56 -0.05

(3)
8
Properties=species:S:1:pos:R:3 method="wB97M-V/def2-TZVPD" e_lumo_ha="-0.0116 / 0.0054" energy_ha=-656.09672 orbital_gap_ha="0.3189 / 0.2949" total_charge=0 e_homo_ev="-8.9948 / -7.8776" e_above_lowest_ev=5.604
C 0.75 -1.23 -0.88
O -1.35 1.07 1.45
F 1.30 -0.69 -1.98
F 1.70 -1.63 0.00
P -0.16 1.54 0.45
H -0.02 -2.11 -0.95
H -1.09 1.39 2.40
H -1.13 1.67 -0.49

(4)
8
Properties=species:S:1:pos:R:3 method="wB97M-V/def2-TZVPD" e_lumo_ha=0.0177 energy_ha=-656.19695 orbital_gap_ha=0.3597 total_charge=0 e_homo_ev=-9.3046 e_above_lowest_ev=2.877 smiles=OPC(F)F
O -1.46 0.71 -0.16
P -0.35 -0.22 -0.94
C 0.98 0.05 0.34
F 1.89 -0.95 0.26
F 1.67 1.15 0.12
H -2.37 0.60 -0.48
H -0.70 -1.52 -0.55
H 0.34 0.19 1.42

(5)
9
Properties=species:S:1:pos:R:3 method="wB97M-V/def2-TZVPD" e_lumo_ha=-0.0336 energy_ha=-1377.38401 orbital_gap_ha=0.3108 total_charge=0 e_homo_ev=-9.3714 e_above_lowest_ev=1.818 smiles="FP(F)S.C=S"
F -3.34 -0.76 1.66
P -1.91 -0.11 1.58
F -1.17 -1.25 2.50
S -1.64 -0.65 -0.52
H -0.53 0.20 -0.44
C 1.63 2.90 1.67
S 1.17 1.84 0.55
H 1.20 3.07 2.63
H 2.28 3.75 1.52

(6)
10
Properties=species:S:1:pos:R:3 method="wB97M-V/def2-TZVPD" e_lumo_ha=-0.2317 energy_ha=-790.04736 orbital_gap_ha=0.3448 total_charge=+1 e_homo_ev=-15.6873 e_above_lowest_ev=3.927
C -0.37 -0.25 0.79
N 0.69 -0.79 1.29
N -1.01 0.34 -1.03
F -1.38 0.17 1.41
F 0.67 1.81 -0.59
F 1.10 -0.16 -1.85
P 0.11 1.11 -1.94
H 1.34 -1.25 0.66
H 0.83 -1.15 2.24
H -1.99 0.16 -0.97

(7)
8
Properties=species:S:1:pos:R:3 method="wB97M-V/def2-TZVPD" e_lumo_ha=-0.0385 energy_ha=-890.31646 orbital_gap_ha=0.3051 total_charge=0 e_homo_ev=-9.3496 e_above_lowest_ev=0.946
C -1.03 0.31 -0.48
N 0.08 0.94 0.02
F 2.42 -0.45 -0.50
S 1.50 0.41 0.70
I 0.90 -1.40 2.16
H -1.93 0.82 -0.04
H -0.88 -0.83 -0.31
H -1.06 0.21 -1.55

(8)
8
Properties=species:S:1:pos:R:3 method="wB97M-V/def2-TZVPD" e_lumo_ha=-0.0459 energy_ha=-890.28858 orbital_gap_ha=0.2927 total_charge=0 e_homo_ev=-9.2146 e_above_lowest_ev=1.705 smiles="C=NF.SI"
C -1.43 -0.45 -0.43
N -0.96 -1.33 0.40
F -0.46 -0.91 1.71
H -1.50 0.59 -0.15
H -2.02 -1.01 -1.27
S 1.39 1.30 -0.56
I 3.35 -0.18 -0.26
H 1.64 2.00 0.56

(9)
8
Properties=species:S:1:pos:R:3 method="wB97M-V/def2-TZVPD" e_lumo_ha="-0.0073 / -0.0072" energy_ha=-324.23488 orbital_gap_ha="0.3203 / 0.3203" total_charge=0 e_homo_ev="-8.9136 / -8.9128" e_above_lowest_ev=7.388
C 0.15 -0.07 0.20
N -0.15 1.14 0.58
N -0.39 -0.77 -0.73
O 1.96 -1.01 0.93
F 0.07 -2.02 -1.04
H -0.89 1.68 0.15
H 0.38 1.55 1.32
H -1.12 -0.51 -1.40

(10)
9
Properties=species:S:1:pos:R:3 method="wB97M-V/def2-TZVPD" e_lumo_ha=-0.0090 energy_ha=-399.55969 orbital_gap_ha=0.3948 total_charge=0 e_homo_ev=-10.9883 e_above_lowest_ev=2.654 smiles="C=NF.O=NO"
C 1.38 0.65 0.49
N 1.86 -0.38 0.10
F 2.51 -0.23 -1.22
H 1.54 1.62 0.01
H 0.68 0.70 1.30
O -1.86 0.72 0.61
N -1.52 -0.37 0.18
O -2.53 -0.99 -0.45
H -2.06 -1.72 -1.03

(11)
11
Properties=species:S:1:pos:R:3 method="wB97M-V/def2-TZVPD" e_lumo_ha="-0.0721 / -0.0635" energy_ha=-549.89824 orbital_gap_ha="0.3105 / 0.3307" total_charge=0 e_homo_ev="-10.4130 / -10.7250"
C -0.22 0.01 0.34
N 0.83 2.46 -0.18
N 0.10 2.85 -1.41
O -0.09 1.92 -2.08
O -0.07 4.00 -1.63
O 0.36 -0.54 -0.82
O -0.64 1.20 0.33
F 0.88 3.43 0.68
H 0.43 -0.17 1.35
H -1.31 -0.40 0.53
H 0.25 0.02 -1.57

(12)
9
Properties=species:S:1:pos:R:3 method="wB97M-V/def2-TZVPD" e_lumo_ha=0.1528 energy_ha=-743.15097 orbital_gap_ha=0.2702 total_charge=-1 e_homo_ev=-3.1924 e_above_lowest_ev=2.606 smiles="N[S@@](=O)([O-])=CF"
N -0.71 -0.77 -0.71
S 0.96 -0.08 -0.73
O 1.84 -1.24 -0.75
O 0.95 0.74 -1.92
C 1.02 0.81 0.76
F 1.11 -0.36 1.65
H -0.46 -1.62 -0.36
H -1.40 -0.15 -0.17
H 1.97 1.32 0.99

(13)
9
Properties=species:S:1:pos:R:3 method="wB97M-V/def2-TZVPD" e_lumo_ha=0.1542 energy_ha=-743.22125 orbital_gap_ha=0.2990 total_charge=-1 e_homo_ev=-3.9385 e_above_lowest_ev=0.694
C 0.93 0.51 0.38
N 0.33 -0.20 -0.63
O -2.02 0.19 0.62
O -1.99 -1.44 -1.24
F 2.27 0.12 0.57
S -1.62 -0.11 -0.78
H 1.04 1.67 0.19
H 0.59 0.39 1.42
H 0.47 -1.12 -0.53

(14)
9
Properties=species:S:1:pos:R:3 method="wB97M-V/def2-TZVPD" e_lumo_ha=-0.0862 energy_ha=-1486.29987 orbital_gap_ha=0.1937 total_charge=0 e_homo_ev=-7.6151 e_above_lowest_ev=2.631
C -0.26 0.40 0.10
N -1.17 -0.08 -0.77
S -3.48 -2.90 -0.30
S -2.49 0.60 -1.23
I -4.41 -0.96 0.48
I -2.66 2.68 -0.05
H -0.42 -0.09 1.00
H 0.66 0.06 -0.39
H -0.23 1.45 0.31

(15)
9
Properties=species:S:1:pos:R:3 method="wB97M-V/def2-TZVPD" e_lumo_ha="-0.0686 / -0.0685" energy_ha=-1772.97865 orbital_gap_ha="0.2206 / 0.2206" total_charge=0 e_homo_ev="-7.8684 / -7.8688" e_above_lowest_ev=2.337
C 1.49 -0.32 -0.06
P -1.24 -0.73 1.12
S -0.65 2.65 -1.36
S -0.02 -1.31 -0.42
I -3.20 -1.72 0.16
I -1.83 2.06 0.61
H 1.28 0.11 0.95
H 1.81 0.34 -0.95
H 2.37 -1.08 -0.04

(16)
7
Properties=species:S:1:pos:R:3 method="wB97M-V/def2-TZVPD" e_lumo_ha=0.0053 energy_ha=-446.99540 orbital_gap_ha=0.3421 total_charge=0 e_homo_ev=-9.1656 e_above_lowest_ev=1.309 smiles=IN1CN1
I -1.51 1.39 -1.44
N -0.78 -0.07 -0.31
C 0.59 -0.38 -0.14
N 0.06 0.46 0.90
H 1.36 0.13 -0.73
H 0.71 -1.37 0.16
H -0.44 -0.16 1.56

(17)
7
Properties=species:S:1:pos:R:3 method="wB97M-V/def2-TZVPD" e_lumo_ha="0.0032 / 0.0024" energy_ha=-446.97245 orbital_gap_ha="0.3074 / 0.2929" total_charge=0 e_homo_ev="-8.2772 / -7.9042" e_above_lowest_ev=1.933
C 0.74 0.65 -0.08
N -1.63 -0.79 0.03
N -0.28 -0.37 -0.05
I 2.72 0.07 0.03
H 0.48 1.69 0.05
H -2.24 0.02 0.17
H 0.20 -1.27 -0.15

(18)
8
Properties=species:S:1:pos:R:3 method="wB97M-V/def2-TZVPD" e_lumo_ha=0.0050 energy_ha=-522.23614 orbital_gap_ha=0.3600 total_charge=0 e_homo_ev=-9.6605 e_above_lowest_ev=2.198 smiles="[H]/N=N/OCI"
H 1.48 -2.46 -0.18
N 1.28 -1.56 -0.55
N 0.64 -0.80 0.18
O 0.52 0.45 -0.33
C -0.60 1.05 0.22
I -2.47 0.20 -0.50
H -0.47 2.03 -0.26
H -0.39 1.09 1.41

(19)
8
Properties=species:S:1:pos:R:3 method="wB97M-V/def2-TZVPD" e_lumo_ha="-0.0517 / -0.0535" energy_ha=-522.18446 orbital_gap_ha="0.2775 / 0.2754" total_charge=0 e_homo_ev="-8.9575 / -8.9507" e_above_lowest_ev=3.604
C -0.24 -0.93 0.09
N 0.01 0.37 0.08
N 1.78 1.13 -0.70
O 0.43 -1.89 -0.16
I 3.17 -0.02 0.08
H -1.10 -1.02 0.84
H -0.71 1.16 0.02
H 1.59 0.93 -1.80

(20)
9
Properties=species:S:1:pos:R:3 method="wB97M-V/def2-TZVPD" e_lumo_ha="-0.4959 / -0.4544" energy_ha=-1485.73978 orbital_gap_ha="0.1983 / 0.2408" multiplicity=3 total_charge=+2 e_homo_ev="-18.8889 / -18.9156"
V 2.69 1.07 -2.00
I 1.34 -0.33 -1.57
C -0.99 -0.16 0.02
N 0.01 -0.04 1.16
O 0.60 1.05 1.24
O 0.19 -0.97 1.91
H -1.90 0.39 0.26
H -1.36 -1.18 -0.09
H -0.58 0.19 -0.93